1.
Density functional theory data (ωB97M-V with the def2-TZVPD basis set) for a gas-phase ion, C4H10N2O (charge +1) at a distorted geometry.

```
17
Properties=species:S:1:pos:R:3:nbo_charge:R:1
N 0.559 -1.073 1.870 -0.594
C 1.401 -0.686 0.824 -0.317
C 0.826 0.615 0.139 0.670
N -0.497 0.504 -0.270 -0.271
C -0.966 1.652 -1.091 -0.432
C -0.985 -0.771 -0.813 -0.447
O 1.461 1.614 0.095 -0.392
H 0.418 -0.431 2.637 0.409
H 0.489 -2.043 2.177 0.424
H 1.459 -1.460 0.063 0.246
H 2.405 -0.405 1.164 0.274
H -0.477 2.550 -0.738 0.252
H -0.609 1.519 -2.114 0.231
H -2.047 1.680 -1.010 0.240
H -0.405 -1.076 -1.689 0.228
H -2.002 -0.631 -1.172 0.251
H -1.031 -1.558 -0.073 0.230
```

Output
<S²> = 0.762
Energy above the lowest of the compared OMol25 structures with the same formula, charge and spin = 23.43 kcal/mol
2S+1 = 2
Charge = +1
Frontier orbital gap (spin up / spin down) = 12.0 / 5.7 eV


2.
Density functional theory data (ωB97M-V with the def2-TZVPD basis set) for C3H8O2S2 in the gas phase at a distorted geometry.

```
15
Properties=species:S:1:pos:R:3:nbo_charge:R:1
C 0.136 1.609 -0.348 -0.634
C 0.069 0.386 0.575 0.071
C -0.667 -0.754 -0.173 -0.626
O 1.299 -0.214 1.038 -0.709
S 1.189 -0.950 2.462 1.663
O -0.178 -1.236 2.829 -0.943
S 2.029 -0.004 3.902 -0.418
H 0.888 1.483 -1.193 0.223
H -0.877 1.716 -0.811 0.234
H 0.483 2.551 0.288 0.227
H -0.484 0.702 1.561 0.214
H -0.490 -0.792 -1.195 0.208
H -1.832 -0.513 -0.160 0.215
H -0.429 -1.716 0.312 0.221
H 1.676 -2.159 2.329 0.052
```

Output
Energy above the lowest of the compared OMol25 structures with the same formula, charge and spin = 76.67 kcal/mol
Charge = 0
Frontier orbital gap = 9.7 eV


3.
Density functional theory data (ωB97M-V with the def2-TZVPD basis set) for a molecular structure, C18H35FeNO6SbSi3.

```
65
Properties=species:S:1:pos:R:3:mulliken_spin:R:1
Fe 0.097 -0.300 -1.695 3.951
O -3.402 1.635 -3.090 0.005
C -2.217 1.218 -2.752 0.009
O -1.982 0.231 -2.067 0.034
C -1.079 2.051 -3.261 0.001
C -1.149 3.214 -4.008 -0.001
C 0.051 3.826 -4.351 0.004
C 1.262 3.274 -3.943 0.000
C 1.225 2.107 -3.198 0.009
N 0.076 1.528 -2.879 0.011
C 2.364 1.318 -2.619 0.008
O 3.607 1.662 -2.791 0.002
O 2.095 0.323 -1.960 0.043
H -4.099 1.052 -2.738 -0.003
H -2.103 3.623 -4.311 0.001
H 0.046 4.736 -4.935 0.000
H 2.188 3.765 -4.214 0.001
H 3.732 2.450 -3.339 0.001
C -0.168 -4.576 -2.848 0.023
O -0.194 -3.600 -1.754 0.010
C -0.059 -2.358 -2.076 0.394
O 0.075 -1.912 -3.218 0.208
H -0.344 -5.533 -2.372 0.003
H 0.807 -4.547 -3.327 0.000
H -0.950 -4.339 -3.563 0.001
C -3.551 -0.770 1.281 0.001
Si -2.027 -1.596 1.977 0.019
C -1.915 -1.404 3.826 0.012
C -1.859 -3.367 1.426 -0.002
Sb -0.010 -0.341 0.964 0.172
Si -0.160 2.139 1.626 0.033
C -1.593 2.846 0.644 -0.003
C 1.435 2.957 1.087 0.000
C -0.443 2.281 3.462 0.016
Si 2.193 -1.423 1.775 0.018
C 1.935 -2.046 3.512 0.007
C 2.504 -2.813 0.568 -0.002
C 3.516 -0.109 1.687 0.002
H -4.433 -1.368 1.518 0.000
H -3.496 -0.672 0.195 0.001
H -3.700 0.220 1.716 0.000
H -2.741 -1.962 4.277 0.001
H -2.008 -0.365 4.143 -0.001
H -0.988 -1.806 4.235 -0.003
H -2.618 -3.968 1.933 0.000
H -0.884 -3.789 1.680 0.000
H -2.001 -3.476 0.351 0.001
H -1.368 2.869 -0.426 0.004
H -1.786 3.874 0.959 -0.001
H -2.512 2.275 0.791 0.001
H 1.687 2.732 0.047 0.000
H 2.280 2.647 1.704 0.000
H 1.336 4.041 1.181 0.000
H -1.450 1.964 3.736 0.001
H -0.332 3.324 3.769 0.004
H 0.269 1.689 4.039 0.000
H 1.218 -2.870 3.533 0.001
H 1.579 -1.263 4.184 0.001
H 2.878 -2.423 3.915 0.000
H 1.661 -3.505 0.525 0.000
H 3.386 -3.378 0.877 0.000
H 2.689 -2.441 -0.442 0.002
H 3.406 0.624 2.488 0.001
H 3.534 0.416 0.731 0.000
H 4.489 -0.590 1.818 0.001
```

Output
<S²> = 8.765
2S+1 = 6
Charge = +2
Frontier orbital gap (spin up / spin down) = 6.3 / 6.9 eV


4.
Density functional theory data (ωB97M-V with the def2-TZVPD basis set) for 2 unconnected molecules or ions with the total composition C9H14 at a distorted geometry.

```
23
Properties=species:S:1:pos:R:3:nbo_charge:R:1
C -1.407 -1.932 0.499 -0.705
C 2.388 -0.728 1.860 0.047
C 2.127 -0.759 0.468 -0.194
C 1.351 -0.873 2.817 -0.186
C 0.863 -1.019 0.043 -0.152
C 0.094 -1.141 2.388 -0.163
C -0.182 -1.289 0.981 0.258
H 3.398 -0.492 2.181 0.245
H 2.913 -0.524 -0.230 0.258
H 1.565 -0.838 3.874 0.261
H 0.659 -1.024 -1.025 0.252
H -0.776 -1.281 3.017 0.250
H -1.886 -1.521 -0.382 0.279
H -2.181 -1.962 1.264 0.252
H -1.221 -3.007 0.323 0.297
C -0.347 2.757 -2.311 -0.604
C -1.601 1.863 -2.229 -0.602
H -0.316 3.366 -3.208 0.222
H -0.268 3.311 -1.384 0.204
H 0.554 2.131 -2.317 0.185
H -2.425 2.421 -1.786 0.213
H -1.382 0.992 -1.616 0.168
H -1.919 1.550 -3.226 0.215
```

Output
<S²> = 0.768
Energy above the lowest of the compared OMol25 structures with the same formula, charge and spin = 5.57 kcal/mol
2S+1 = 2
Charge = +1
Frontier orbital gap (spin up / spin down) = 9.9 / 6.2 eV


5.
Density functional theory data (ωB97M-V with the def2-TZVPD basis set) for a molecular structure, C22H33NNiO3P2 at a distorted geometry.

```
62
Properties=species:S:1:pos:R:3:nbo_charge:R:1
C -0.194 -2.263 -4.108 -0.435
C -0.901 -1.316 -5.021 0.036
H -0.751 -3.207 -4.029 0.234
H 0.786 -2.522 -4.547 0.218
C -1.101 -0.024 -4.715 -0.034
C -0.600 0.583 -3.438 -0.394
H -1.441 0.658 -2.725 0.212
H -0.258 1.611 -3.624 0.205
C -1.395 -1.875 -6.314 -0.653
H -1.037 -2.896 -6.478 0.227
H -1.062 -1.273 -7.165 0.232
H -2.491 -1.907 -6.355 0.234
C -1.902 0.855 -5.623 -0.647
H -2.863 0.390 -5.887 0.235
H -1.375 1.052 -6.568 0.234
H -2.128 1.827 -5.166 0.215
Ni 0.225 0.221 1.486 0.882
O 0.332 -0.309 -0.397 -0.691
C 0.808 0.249 -1.404 0.783
O 1.725 1.547 1.037 -0.702
C 2.091 1.890 -0.103 0.944
O 2.987 2.834 -0.292 -0.415
N 1.645 1.348 -1.306 -0.471
C 3.330 2.876 -1.728 -0.090
C 2.338 1.998 -2.440 -0.244
H 4.344 2.479 -1.824 0.227
H 3.282 3.919 -2.049 0.237
H 2.806 1.245 -3.076 0.242
H 1.615 2.566 -3.038 0.234
C 0.505 -0.258 -2.777 -0.323
C 0.022 -1.698 -2.692 -0.373
H 1.419 -0.209 -3.391 0.233
H -0.925 -1.714 -2.131 0.212
H 0.747 -2.321 -2.152 0.220
C -0.437 2.965 2.548 -0.719
P 0.210 1.306 3.578 1.031
C 0.118 2.236 5.139 -0.964
C 0.508 -0.248 4.399 -0.401
C 1.584 -0.375 5.316 -0.110
C 1.929 -1.622 5.820 -0.200
C 1.286 -2.771 5.364 -0.138
C 0.270 -2.680 4.413 -0.191
C -0.195 -1.435 3.996 -0.335
P -1.144 -1.340 2.465 0.821
C -2.286 -2.749 2.674 -0.909
C -2.306 0.063 2.675 -0.963
H 0.351 3.702 2.745 0.266
H -1.391 3.319 2.964 0.254
H -0.505 2.758 1.468 0.223
H -0.379 1.619 5.895 0.263
H 1.166 2.398 5.425 0.267
H -0.393 3.194 5.040 0.255
H 2.162 0.503 5.615 0.228
H 2.723 -1.691 6.558 0.254
H 1.599 -3.757 5.730 0.251
H -0.139 -3.597 3.984 0.235
H -2.684 -2.764 3.701 0.268
H -3.115 -2.628 1.966 0.264
H -1.787 -3.708 2.481 0.265
H -2.402 0.367 3.719 0.256
H -2.063 0.927 2.041 0.227
H -3.261 -0.344 2.320 0.280
```

Output
<S²> = 2.022
2S+1 = 3
Charge = +2
Frontier orbital gap (spin up / spin down) = 5.2 / 4.9 eV


6.
Density functional theory data (ωB97M-V with the def2-TZVPD basis set) for a molecular structure, C27H43ClN6O3RuS2Si.

```
84
Properties=species:S:1:pos:R:3:mulliken_spin:R:1
Ru 0.305 -0.202 0.303 2.830
C -3.193 1.054 -2.327 -0.024
C -1.982 0.977 -1.442 0.248
N -1.332 -0.179 -1.149 0.276
N -1.752 -1.340 -1.769 -0.018
C -1.482 -2.530 -1.249 -0.013
N -1.897 -3.604 -1.944 0.036
S -0.645 -2.722 0.213 0.229
C -1.458 2.133 -0.830 0.111
C -1.962 3.440 -1.048 0.127
C -1.383 4.504 -0.413 -0.003
C -0.292 4.304 0.452 0.147
C 0.157 3.018 0.627 -0.038
N -0.395 1.963 0.015 0.301
H -3.635 0.078 -2.521 0.008
H -2.969 1.520 -3.291 0.017
H -3.970 1.654 -1.851 0.007
H -2.156 -1.275 -2.692 0.007
H -2.340 -3.535 -2.845 -0.003
H -1.657 -4.514 -1.596 0.000
H -2.796 3.595 -1.718 0.022
H -1.764 5.504 -0.582 0.001
H 0.185 5.127 0.965 0.005
H 0.990 2.796 1.287 -0.030
C 4.191 3.373 1.076 0.004
C 4.281 3.206 2.586 -0.002
C 3.513 4.295 3.308 -0.001
C 5.730 3.166 3.045 0.002
O 3.625 1.962 2.957 0.056
Si 3.910 0.413 2.641 -0.098
S 2.078 -0.305 1.645 0.615
O 5.125 0.210 1.614 0.048
C 5.999 -0.911 1.295 -0.013
C 6.986 -1.086 2.437 0.003
C 6.705 -0.514 0.015 -0.001
C 5.159 -2.163 1.093 0.023
O 4.015 -0.523 3.937 0.022
C 3.625 -0.416 5.327 -0.007
C 4.540 0.589 6.009 0.003
C 2.170 0.030 5.398 0.028
C 3.799 -1.803 5.911 -0.001
H 4.695 4.291 0.767 0.000
H 3.149 3.429 0.757 0.003
H 4.671 2.531 0.571 0.002
H 3.923 5.275 3.057 0.000
H 3.579 4.156 4.389 0.000
H 2.460 4.272 3.017 0.001
H 6.215 4.121 2.836 0.000
H 6.278 2.378 2.524 0.000
H 5.783 2.980 4.121 0.000
H 7.564 -0.171 2.585 0.000
H 7.678 -1.900 2.210 0.000
H 6.460 -1.325 3.364 0.000
H 7.272 0.407 0.163 0.000
H 5.979 -0.352 -0.785 0.001
H 7.394 -1.302 -0.295 0.000
H 4.636 -2.434 2.015 -0.003
H 5.801 -2.997 0.806 -0.001
H 4.419 -2.008 0.304 -0.007
H 4.401 1.584 5.577 -0.001
H 5.584 0.294 5.882 0.000
H 4.321 0.641 7.077 0.000
H 2.040 0.992 4.889 0.001
H 1.866 0.149 6.440 -0.001
H 1.523 -0.717 4.929 -0.006
H 4.838 -2.125 5.824 0.000
H 3.168 -2.518 5.380 0.000
H 3.521 -1.806 6.967 0.000
Cl 1.833 -1.400 -1.777 0.090
C 1.514 0.285 -1.311 -0.073
H 0.968 0.790 -2.095 -0.001
H 2.440 0.780 -1.059 0.012
N -4.686 -0.158 6.077 0.000
C -3.947 -0.118 5.199 -0.001
C -3.015 -0.072 4.094 -0.002
C -3.421 -0.413 2.813 -0.003
C -2.488 -0.393 1.795 -0.016
N -1.209 -0.054 1.987 0.067
C -0.838 0.316 3.221 0.023
C -1.701 0.313 4.298 -0.005
H -4.445 -0.694 2.609 0.001
H -2.767 -0.663 0.789 0.013
H 0.191 0.622 3.342 -0.013
H -1.350 0.603 5.280 0.001
```

Output
<S²> = 8.801
Energy above the lowest of the compared OMol25 structures with the same formula, charge and spin = 21.49 kcal/mol
2S+1 = 6
Charge = +1
Frontier orbital gap (spin up / spin down) = 5.6 / 6.6 eV


Number 1: total energy -9328.913 eV. Number 2: total energy -29003.524 eV. Number 3: total energy -97556.154 eV. Number 4: total energy -9551.200 eV. Number 5: total energy -90585.725 eV. Number 6: total energy -88430.054 eV.